Model one:
The following is a DFT calculation (the ωB97M-V functional and the def2-TZVPD basis) of C2H5N3OS in the gas phase.

Geometry (Å):
C 0.236 0.069 -0.521
C 1.262 1.111 -0.062
N 0.568 -1.191 0.261
N -0.360 -1.748 0.781
N -1.068 0.363 -0.823
O -2.645 -1.675 1.734
S -1.928 -1.870 0.498
H 0.738 -0.620 -1.325
H 2.342 0.790 -0.231
H 1.084 1.540 0.974
H 1.268 1.995 -0.784
H -1.497 1.237 -0.502

Properties
Total charge = 0
LUMO energy (alpha / beta) = -1.35 / -1.35 eV
E_HOMO (alpha / beta) = -8.95 / -8.94 eV

natural (NBO) population analysis, charges in e, atoms 1 to 5:
1. C 0.01
2. C -0.65
3. N 0.00
4. N -0.40
5. N -0.79


Model two:
The following is a DFT calculation (the ωB97M-V functional and the def2-TZVPD basis) of C2H5N3OS in the gas phase.

Geometry (Å):
C -0.119 0.926 0.165
C 1.396 -0.859 -1.637
H -1.132 0.085 2.341
H -2.081 -0.797 1.104
H 0.108 -1.232 -0.027
H -0.344 2.838 0.171
H 1.670 -1.069 -2.713
N -1.163 -0.726 1.616
N -0.368 -0.319 0.450
N -0.300 2.031 0.721
O 1.966 -1.576 -0.584
S 0.367 0.699 -1.605

Properties
SMILES string = [H]/N=C(/NN)SC=O
Total charge = 0
LUMO energy = -0.54 eV
E_HOMO = -9.20 eV

natural (NBO) population analysis, charges in e, atoms 1 to 5:
1. C 0.37
2. C 0.17
3. H 0.38
4. H 0.36
5. H 0.46


Model three:
The following is a DFT calculation (the ωB97M-V functional and the def2-TZVPD basis) of C2H5N3OS in the gas phase.

Geometry (Å):
C 1.072 -0.293 0.207
C -2.048 0.398 0.060
H 1.704 -1.135 -1.580
H 2.716 -1.256 -0.159
H 0.634 0.639 1.828
H -0.997 1.871 -0.849
H -2.812 1.131 0.231
N 1.770 -1.203 -0.529
N 1.278 -0.158 1.414
N -0.856 0.975 -0.190
O 0.087 0.190 -0.616
S -2.550 -1.158 0.184

Properties
SMILES string = [H]/N=C(/N)ONC=S
Total charge = 0
LUMO energy = 0.32 eV
E_HOMO = -8.75 eV

natural (NBO) population analysis, charges in e, atoms 1 to 5:
1. C 0.66
2. C -0.12
3. H 0.40
4. H 0.40
5. H 0.36


Most stable: model three. Least stable: model one.


Model one:
The following is a DFT calculation (the ωB97M-V functional and the def2-TZVPD basis) of 2 unconnected molecules or ions with the total composition C2H3NO3.

Geometry (Å):
C -3.454 0.091 0.107
C -0.809 -1.643 -0.362
N -0.652 -0.419 0.289
O -3.590 1.189 0.501
O -3.475 -1.000 -0.270
O -1.257 0.556 -0.139
H -1.832 -1.850 -0.263
H -0.573 -1.712 -1.462
H -0.129 -2.331 0.304

Properties
SMILES string = O=C=O.CN=O
Total charge = 0
LUMO energy (alpha / beta) = -0.51 / -0.51 eV
E_HOMO (alpha / beta) = -9.54 / -9.54 eV

natural (NBO) population analysis, charges in e, atoms 1 to 5:
1. C 1.03
2. C -0.55
3. N 0.15
4. O -0.50
5. O -0.55


Model two:
The following is a DFT calculation (the ωB97M-V functional and the def2-TZVPD basis) of 2 unconnected molecules or ions with the total composition C2H3NO3.

Geometry (Å):
C 1.391 -0.548 1.532
C 1.380 0.676 1.667
N 1.231 2.085 1.808
O 1.032 2.367 2.980
O 1.184 2.851 0.904
O -0.514 0.236 -0.937
H -1.006 0.816 -0.355
H 1.218 -1.542 1.499
H -0.628 0.569 -1.862

Properties
SMILES string = C#C[N+](=O)[O-].O
Total charge = 0
LUMO energy = -0.80 eV
E_HOMO = -10.89 eV

natural (NBO) population analysis, charges in e, atoms 1 to 5:
1. C -0.10
2. C 0.04
3. N 0.49
4. O -0.35
5. O -0.31


Model three:
The following is a DFT calculation (the ωB97M-V functional and the def2-TZVPD basis) of C2H3NO3 in the gas phase.

Geometry (Å):
C -0.662 0.874 -0.297
C 0.192 -1.057 -0.341
H 0.493 1.278 1.363
H 1.036 -1.690 -0.784
H -0.569 -1.501 0.084
N 0.016 0.550 0.911
O -0.919 2.026 -0.448
O 0.927 -0.410 0.713
O -0.514 -0.070 -1.201

Properties
SMILES string = O=C1NOCO1
Total charge = 0
LUMO energy = 0.75 eV
E_HOMO = -9.47 eV

natural (NBO) population analysis, charges in e, atoms 1 to 5:
1. C 0.84
2. C 0.19
3. H 0.39
4. H 0.21
5. H 0.15


Model four:
The following is a DFT calculation (the ωB97M-V functional and the def2-TZVPD basis) of C2H3NO3 in the gas phase.

Geometry (Å):
O -1.636 0.371 0.671
C -0.596 0.973 0.518
N 0.494 0.475 -0.097
C 0.679 -0.864 -0.488
O -0.399 -1.618 -0.467
O 1.762 -1.266 -0.812
H -0.473 2.015 0.885
H 1.328 1.034 -0.127
H -1.159 -1.121 -0.083

Properties
SMILES string = O=CNC(=O)O
Total charge = 0
LUMO energy = 0.50 eV
E_HOMO = -11.21 eV

natural (NBO) population analysis, charges in e, atoms 1 to 5:
1. O -0.60
2. C 0.54
3. N -0.66
4. C 0.89
5. O -0.66


Most stable: model four. Least stable: model two.


Model one:
The following is a DFT calculation (the ωB97M-V functional and the def2-TZVPD basis) of C2H3NO3 in the gas phase.

Geometry (Å):
C 0.752 -0.182 0.468
C -0.302 0.084 -0.313
N -1.618 0.446 -0.278
O 1.125 -0.159 1.744
O 1.588 -0.494 -0.598
O 0.497 -0.215 -1.486
H 2.025 -0.501 1.819
H -1.815 1.306 -0.778
H -2.252 -0.286 -0.578

Properties
SMILES string = Nc1ooc1O
Total charge = 0
LUMO energy = 0.64 eV
E_HOMO = -8.44 eV

natural (NBO) population analysis, charges in e, atoms 1 to 5:
1. C 0.47
2. C 0.20
3. N -0.82
4. O -0.65
5. O -0.24


Model two:
The following is a DFT calculation (the ωB97M-V functional and the def2-TZVPD basis) of 2 unconnected molecules or ions with the total composition C2H3NO3.

Geometry (Å):
O 2.807 -0.216 0.120
C 1.658 0.266 0.017
N 0.334 -0.136 -0.352
C -1.615 -0.479 0.027
O -2.021 0.762 0.016
O -1.862 -1.446 0.701
H 1.567 1.396 0.123
H 0.269 -1.191 -0.467
H -1.137 1.043 -0.184

Properties
Total charge = 0
LUMO energy = -2.07 eV
E_HOMO = -9.90 eV

natural (NBO) population analysis, charges in e, atoms 1 to 5:
1. O -0.57
2. C 0.54
3. N -0.96
4. C 1.01
5. O -0.60


Model three:
The following is a DFT calculation (the ωB97M-V functional and the def2-TZVPD basis) of a molecular structure, C2H3NO3.

Geometry (Å):
C 0.267 -0.254 -0.313
C -0.891 0.325 0.052
N -3.406 0.169 0.010
O -3.121 -0.478 0.919
O -4.304 0.482 -0.634
O -1.811 0.770 -0.674
H 0.825 -0.452 0.530
H 0.671 -0.367 -1.282
H -0.939 0.279 1.158

Properties
Total charge = 0
LUMO energy (alpha / beta) = -1.03 / -1.03 eV
E_HOMO (alpha / beta) = -8.92 / -8.92 eV

natural (NBO) population analysis, charges in e, atoms 1 to 5:
1. C -0.46
2. C 0.12
3. N 0.73
4. O -0.23
5. O -0.22


Most stable: model two. Least stable: model three.


Model one:
The following is a DFT calculation (the ωB97M-V functional and the def2-TZVPD basis) of 2 unconnected molecules or ions with the total composition C2H3NO3.

Geometry (Å):
C -1.604 0.584 0.383
C -1.598 0.180 -0.843
N 2.026 -0.123 -0.110
O -1.585 1.046 1.462
O 1.928 -0.711 1.245
O 1.216 -0.571 -0.896
H 2.665 -0.496 1.775
H -2.327 -0.178 -1.569
H -0.721 0.269 -1.447

Properties
SMILES string = C=C=O.O=NO
Total charge = 0
LUMO energy = -0.57 eV
E_HOMO = -9.23 eV

natural (NBO) population analysis, charges in e, atoms 1 to 5:
1. C 0.72
2. C -0.81
3. N 0.38
4. O -0.46
5. O -0.60


Model two:
The following is a DFT calculation (the ωB97M-V functional and the def2-TZVPD basis) of 2 unconnected molecules or ions with the total composition C2H3NO3.

Geometry (Å):
C -0.091 -1.152 -2.032
C 0.956 0.664 0.952
N -0.132 0.047 1.257
O -0.663 -2.088 -1.691
O 0.539 -0.251 -2.380
O -1.306 0.817 1.077
H 1.017 1.722 0.883
H 1.769 0.035 1.018
H -2.089 0.205 0.916

Properties
SMILES string = O=C=O.C=NO
Total charge = 0
LUMO energy = 0.53 eV
E_HOMO = -10.36 eV

natural (NBO) population analysis, charges in e, atoms 1 to 5:
1. C 1.03
2. C -0.15
3. N -0.11
4. O -0.51
5. O -0.52


Most stable: model two. Least stable: model one.